Entry 1:
Molecular formula: C50H103Br6N7O18
Method: DFT, ωB97M-V with the def2-TZVPD basis set

The geometry in XYZ format:
```
184
Properties=species:S:1:pos:R:3:lowdin_charge:R:1
C -2.480 -0.922 -0.427 0.02
C -1.950 0.375 0.194 -0.37
C -1.887 0.280 1.789 -0.08
C -0.692 -0.545 2.309 -0.15
C 0.627 -0.154 1.734 -0.16
C 0.679 -0.148 0.213 -0.39
N -0.502 0.673 -0.238 0.10
O -0.404 1.236 -1.396 0.14
C 0.712 -1.551 -0.397 0.03
C 1.979 0.624 -0.134 -0.01
C -2.822 1.594 -0.158 0.00
H -2.044 -1.882 -0.154 0.06
H -2.585 -0.856 -1.510 0.08
H -3.527 -1.079 -0.162 0.08
H -2.831 -0.117 2.169 0.09
H -2.020 1.258 2.256 0.10
H -0.796 -1.623 2.158 0.11
H -0.758 -0.565 3.398 0.13
H 1.334 -0.926 2.043 0.08
H 0.947 0.766 2.222 0.10
H 1.646 -2.075 -0.195 0.04
H 0.675 -1.510 -1.487 0.10
H -0.117 -2.115 0.025 0.07
H 2.856 0.112 0.265 0.05
H 1.994 1.612 0.326 0.07
H 2.048 0.689 -1.221 0.02
H -2.912 1.618 -1.244 0.09
H -2.360 2.497 0.236 0.05
H -3.789 1.444 0.322 0.09
C 0.708 -3.447 -4.085 -0.02
C 0.440 -4.652 -5.053 -0.40
C 1.726 -5.579 -4.898 -0.13
C 1.476 -7.054 -5.241 -0.17
C 0.312 -7.615 -4.404 -0.12
C -1.031 -6.879 -4.557 -0.42
N -0.797 -5.348 -4.538 0.08
O -1.872 -4.598 -4.359 0.11
C -1.871 -7.129 -3.310 -0.02
C -1.714 -7.174 -5.882 0.00
C 0.284 -4.327 -6.514 -0.02
H 1.673 -2.947 -4.153 0.08
H 0.612 -3.772 -3.047 0.05
H -0.149 -2.773 -4.148 0.08
H 2.182 -5.526 -3.908 0.09
H 2.550 -5.118 -5.446 0.11
H 2.361 -7.625 -4.958 0.12
H 1.372 -7.262 -6.308 0.11
H 0.662 -7.648 -3.372 0.12
H 0.214 -8.654 -4.719 0.13
H -2.889 -6.760 -3.445 0.09
H -1.454 -6.680 -2.410 0.08
H -2.115 -8.170 -3.090 0.10
H -1.835 -8.220 -6.158 0.10
H -1.153 -6.632 -6.647 0.07
H -2.661 -6.653 -6.028 0.09
H -0.757 -4.210 -6.811 0.09
H 0.743 -5.047 -7.193 0.09
H 0.866 -3.420 -6.680 0.10
C 2.856 3.405 4.968 -0.06
C 2.176 4.689 4.315 -0.10
N 1.205 4.312 3.194 -0.17
C 0.160 3.301 3.642 0.01
C 0.463 5.589 2.649 -0.18
C -0.612 6.152 3.590 -0.05
C 1.956 3.621 2.038 -0.11
C 2.657 4.591 1.063 -0.23
O 3.585 5.357 1.794 -0.21
C 4.344 6.247 0.964 -0.06
H 3.589 3.720 5.712 0.08
H 3.381 2.680 4.348 0.01
H 2.230 2.752 5.580 0.07
H 2.909 5.405 3.951 0.12
H 1.560 5.145 5.090 0.11
H 0.652 2.359 3.876 0.10
H -0.602 3.151 2.876 0.07
H -0.436 3.627 4.494 0.10
H -0.008 5.196 1.747 0.08
H 1.244 6.281 2.338 0.13
H -1.549 5.613 3.448 0.07
H -0.835 7.200 3.393 0.10
H -0.332 6.106 4.643 0.08
H 1.235 3.088 1.418 0.03
H 2.682 2.913 2.435 0.09
H 1.917 5.165 0.500 0.08
H 3.184 4.012 0.299 0.11
H 4.925 5.694 0.225 0.09
H 4.990 6.923 1.520 0.09
H 3.591 6.839 0.438 0.08
C 0.882 -5.109 0.619 -0.03
C 0.021 -4.782 1.664 -0.37
C -1.415 -4.374 1.423 -0.38
O -2.128 -3.924 2.380 -0.06
C -1.950 -4.345 0.156 -0.04
C -1.125 -4.603 -0.967 -0.34
C 0.395 -5.132 -0.765 -0.31
O 1.186 -5.439 -1.688 -0.06
O -1.556 -4.471 -2.121 -0.04
O 0.587 -4.936 2.810 -0.06
H 1.925 -5.331 0.787 0.09
H -2.974 -4.023 0.033 0.11
O -0.200 3.325 0.846 -0.35
H -1.058 3.581 1.218 -0.06
C 1.990 3.775 -1.904 0.02
N 1.528 4.411 -3.152 -0.43
O 1.217 3.691 -4.083 0.06
O 1.343 5.614 -3.123 0.06
H 2.734 3.022 -2.167 0.06
H 1.230 3.161 -1.421 0.08
H 2.372 4.587 -1.290 0.07
C -0.801 5.889 -0.456 0.08
N -0.069 6.674 0.601 -0.38
O -0.611 6.853 1.682 -0.09
O 0.974 7.155 0.216 0.10
H -0.132 5.246 -1.020 0.07
H -1.304 6.574 -1.135 0.12
H -1.491 5.266 0.106 0.06
C -3.916 -2.281 3.827 0.02
N -4.886 -1.196 3.963 -0.43
O -4.514 -0.027 3.822 0.01
O -6.047 -1.502 4.166 0.06
H -2.975 -2.017 4.308 0.10
H -3.712 -2.463 2.773 0.08
H -4.299 -3.124 4.397 0.11
C 2.930 -2.031 3.807 0.04
N 3.171 -0.583 3.871 -0.38
O 3.609 -0.100 4.912 0.07
O 2.973 0.108 2.868 -0.03
H 2.012 -2.115 3.225 0.09
H 2.827 -2.433 4.811 0.12
H 3.771 -2.439 3.244 0.02
Br 3.647 0.500 -3.500 0.69
C 5.008 0.935 -4.869 -0.64
C 5.062 -0.079 -6.030 -0.65
Br 6.724 0.009 -7.134 0.58
H 6.015 0.898 -4.451 0.05
H 4.909 1.976 -5.170 0.06
H 4.243 0.097 -6.725 0.05
H 5.037 -1.096 -5.646 0.00
Br 5.018 -3.564 -3.632 0.61
C 4.103 -3.010 -1.933 -0.67
C 5.132 -2.831 -0.878 -0.67
Br 4.171 -2.549 0.766 0.85
H 3.406 -3.828 -1.755 0.04
H 3.530 -2.106 -2.134 0.00
H 5.803 -2.001 -1.095 0.06
H 5.784 -3.687 -0.711 0.06
Br 5.783 2.388 2.456 0.67
C 5.863 0.733 1.421 -0.67
C 7.113 -0.113 1.845 -0.60
Br 8.820 0.908 1.455 0.53
H 6.004 1.069 0.394 0.04
H 4.887 0.251 1.408 -0.02
H 7.280 -1.052 1.320 0.03
H 7.118 -0.329 2.912 0.05
C -4.595 -0.961 -3.561 -0.07
C -5.963 -1.019 -2.849 -0.22
O -5.614 -1.249 -1.451 -0.18
C -6.695 -1.154 -0.598 -0.28
C -6.210 -0.876 0.869 -0.05
H -3.941 -0.184 -3.164 0.05
H -4.011 -1.881 -3.528 0.07
H -4.746 -0.673 -4.603 0.07
H -6.535 -0.119 -3.084 0.11
H -6.572 -1.837 -3.239 0.11
H -7.346 -0.337 -0.921 0.11
H -7.281 -2.074 -0.680 0.12
H -5.389 -1.521 1.183 0.05
H -7.061 -1.113 1.507 0.07
H -5.881 0.149 1.037 0.07
C -4.566 4.028 6.286 -0.08
C -5.421 3.506 5.156 -0.27
O -5.286 4.227 3.933 -0.15
C -4.032 4.045 3.309 -0.28
C -3.949 4.987 2.098 -0.05
H -4.582 5.118 6.284 0.08
H -4.864 3.635 7.258 0.08
H -3.545 3.693 6.094 0.06
H -5.335 2.420 5.066 0.11
H -6.459 3.648 5.461 0.12
H -3.209 4.259 3.995 0.09
H -4.060 2.993 3.015 0.11
H -4.840 4.776 1.507 0.08
H -3.048 4.900 1.492 0.04
H -3.956 6.017 2.454 0.08
```

Summary:
- E_HOMO: -6.22 eV
- LUMO: -0.10860 hartree

Entry 2:
Molecular formula: C4H5NO2
Method: DFT, ωB97M-V with the def2-TZVPD basis set

The geometry in XYZ format:
```
12
Properties=species:S:1:pos:R:3:lowdin_charge:R:1
N 1.408 1.858 -0.164 0.09
C 0.872 1.048 0.733 -0.19
C -1.149 -0.231 0.603 0.06
C -0.880 -1.041 -0.370 -0.33
O -1.296 -1.727 -1.429 0.10
C 0.177 -1.044 0.618 -0.21
O 1.322 -0.213 0.450 -0.10
H 1.986 1.524 -0.931 0.11
H 1.203 2.839 -0.087 0.09
H -1.901 0.462 0.998 0.11
H -2.224 -1.490 -1.538 0.12
H 0.481 -1.985 1.118 0.15
```

Summary:
- E_HOMO: -8.10 eV
- LUMO: 0.02411 hartree
- Relative energy (zero: lowest compared OMol25 entry of this formula, charge and spin): 5.188 eV

Entry 3:
Molecular formula: C17H34OP2Sn
Method: DFT, ωB97M-V with the def2-TZVPD basis set

The geometry in XYZ format:
```
55
Properties=species:S:1:pos:R:3:lowdin_charge:R:1
P 0.201 0.976 2.293 0.91
P -0.226 -2.640 1.223 0.97
C -1.116 0.287 1.150 -0.43
C -1.405 -1.232 1.234 -0.30
H -0.989 0.643 0.096 -0.03
H -1.980 0.873 1.478 0.07
H -1.945 -1.354 2.174 0.09
H -2.105 -1.482 0.423 0.08
C 0.922 -2.662 -0.221 -0.17
H 1.801 -3.324 -0.051 0.07
H 1.298 -1.658 -0.425 -0.01
H 0.380 -2.999 -1.123 0.06
C -0.734 -4.343 1.291 -0.20
H -1.280 -4.597 0.370 0.07
H -1.398 -4.501 2.144 0.06
H 0.128 -5.025 1.391 0.07
C 0.952 2.599 1.731 -0.32
H 1.608 2.831 2.599 0.05
H 0.245 3.427 1.633 0.03
H 1.561 2.566 0.826 -0.03
C -0.842 1.855 3.517 -0.31
H -1.264 1.115 4.194 0.03
H -1.620 2.397 2.992 0.03
H -0.198 2.547 4.053 0.03
Sn 0.940 0.986 -1.148 1.22
C -1.186 -0.015 -2.142 -0.29
C 0.066 -0.153 -2.786 -0.39
C 0.597 0.791 -3.836 -0.27
C 0.242 2.300 -3.583 -0.22
C 0.278 2.778 -2.118 -0.38
C -0.842 2.708 -1.216 -0.27
C -2.193 2.239 -1.571 -0.24
C -2.205 1.002 -2.500 -0.23
C 2.692 0.361 -0.079 -0.32
H -1.608 -0.911 -1.649 0.07
H 0.459 -1.168 -2.746 0.08
H 0.256 0.445 -4.815 0.10
H 1.699 0.663 -3.899 0.10
H 0.997 2.902 -4.104 0.10
H -0.726 2.529 -4.040 0.09
H 0.955 3.636 -1.935 0.09
H -0.763 3.391 -0.370 0.08
H -2.745 3.065 -2.058 0.11
H -2.768 2.011 -0.655 0.10
H -3.204 0.546 -2.425 0.10
H -2.140 1.304 -3.555 0.09
H 2.441 -0.442 0.642 -0.03
H 2.963 1.300 0.413 -0.03
H 3.448 0.053 -0.819 -0.01
C 1.852 -3.544 3.022 -0.07
C 1.019 -2.374 2.563 -0.53
O 1.249 -1.231 3.007 -0.12
H 2.292 -4.023 2.135 0.07
H 1.308 -4.309 3.602 0.09
H 2.633 -3.138 3.674 0.09
```

Summary:
- E_HOMO (spin up / spin down): -3.30 / -3.44 eV
- LUMO (spin up / spin down): -0.01137 / -0.03014 hartree
- Relative energy (zero: lowest compared OMol25 entry of this formula, charge and spin): 3.949 eV

Entry 4:
Molecular formula: C6H9N
Method: DFT, ωB97M-V with the def2-TZVPD basis set

The geometry in XYZ format:
```
16
Properties=species:S:1:pos:R:3:lowdin_charge:R:1
C -2.590 -0.444 -0.147 -0.07
C -1.154 -0.013 -0.050 -0.30
C -0.694 1.239 0.276 -0.09
N 0.678 1.197 0.294 0.04
C 1.118 -0.060 -0.020 -0.34
C 2.582 -0.358 -0.011 -0.04
C 0.001 -0.833 -0.241 -0.02
H -3.218 0.333 -0.598 0.07
H -3.011 -0.674 0.839 0.07
H -2.689 -1.346 -0.761 0.07
H -1.226 2.156 0.491 0.11
H 1.290 1.976 0.472 0.15
H 2.941 -0.583 1.001 0.08
H 2.817 -1.213 -0.650 0.08
H 3.154 0.503 -0.378 0.07
H 0.001 -1.881 -0.519 0.11
```

Summary:
- E_HOMO: -7.80 eV
- SMILES: Cc1c[nH]c(C)c1
- LUMO: 0.03841 hartree
- Relative energy (zero: lowest compared OMol25 entry of this formula, charge and spin): 0.088 eV

Molar mass for every record listed, in sequence, given in g mol⁻¹: 1569.83, 99.09, 435.12, 95.14.